Entry 1:
Below is a molecular structure, C35H24BrCrN11OSSe, with properties calculated with the ωB97M-V functional and the def2-TZVPD basis.

Each line ends with the Löwdin spin population.
Element x y z (Å)
Cr1 -1.2447 -0.0824 -0.9563  2.89
C1 1.7744 2.8588 -0.1540  0.00
C2 0.9859 1.6428 -0.5031  0.03
N1 -0.3062 1.6542 -0.5536  -0.02
N2 -0.9498 2.8335 -0.3838  0.00
C3 -2.2668 2.6934 -0.4025  0.00
N3 -2.9555 3.8485 -0.2610  0.00
S1 -3.1859 1.2470 -0.6075  -0.01
C4 1.6063 0.3503 -0.8668  0.00
C5 2.9778 0.1556 -0.9667  0.00
C6 3.4528 -1.0758 -1.3907  0.00
C7 2.5575 -2.0854 -1.7020  0.00
C8 1.2021 -1.8253 -1.5726  0.01
N4 0.7470 -0.6463 -1.1686  0.00
H1 1.3807 3.2782 0.7724  0.00
H2 2.8314 2.6477 -0.0254  0.00
H3 1.6501 3.6242 -0.9224  0.00
H4 -2.4476 4.6693 0.0213  0.00
H5 -3.9439 3.8045 -0.0894  0.00
H6 3.6631 0.9524 -0.7257  0.00
H7 4.5177 -1.2398 -1.4800  0.00
H8 2.8906 -3.0555 -2.0385  0.00
H9 0.4506 -2.5733 -1.7919  0.00
Se1 -3.6057 -2.8718 -7.7148  0.03
N5 -2.8390 -1.3302 -7.2193  0.02
C9 -2.6372 -1.3890 -5.9324  -0.01
C10 -2.0163 -0.3122 -5.1605  0.06
C11 -1.5965 0.8669 -5.7168  0.04
C12 -1.0010 1.8410 -4.8993  0.11
C13 -0.8593 1.5721 -3.5556  0.01
N6 -1.2602 0.4385 -2.9754  0.12
C14 -1.8526 -0.5257 -3.7617  0.12
C15 -2.2810 -1.6970 -3.1291  0.13
N7 -2.0937 -1.7820 -1.7673  0.13
C16 -2.4662 -2.8948 -1.1279  0.02
C17 -3.0359 -3.9792 -1.7579  0.11
C18 -3.2489 -3.9073 -3.1464  0.05
C19 -2.8795 -2.7812 -3.8332  0.06
C20 -3.0615 -2.6174 -5.2754  -0.01
N8 -3.5947 -3.5240 -6.0460  0.02
H10 -1.7331 1.0286 -6.7773  0.00
H11 -0.6614 2.7848 -5.2958  0.01
H12 -0.4077 2.3091 -2.9032  0.00
H13 -2.2929 -2.8833 -0.0599  0.00
H14 -3.3153 -4.8507 -1.1864  0.01
H15 -3.7021 -4.7273 -3.6873  0.00
Br1 5.5007 2.2470 2.2046  0.00
C21 4.3862 1.2702 3.3885  0.00
C22 4.2686 1.6692 4.7068  0.00
C23 3.4479 0.9417 5.5564  0.00
C24 2.7186 -0.1403 5.0876  0.00
C25 2.8751 -0.5467 3.7618  0.00
C26 3.7123 0.1525 2.9156  0.00
N9 1.9586 -0.8656 6.0789  0.01
N10 0.8771 -1.4325 5.8321  0.00
C27 0.1672 -1.1953 4.6198  0.01
C28 -0.3628 -2.2923 3.9883  0.00
C29 -0.8773 -2.2091 2.6879  0.01
C30 -0.9134 -0.9983 2.0068  0.00
O1 -1.2272 -0.9532 0.7497  0.04
C31 -0.5984 0.1963 2.7644  0.00
N11 -0.8805 1.3837 2.1832  0.00
C32 -0.6394 2.4817 2.8465  0.00
C33 -0.1065 2.4964 4.1501  0.00
C34 0.1860 1.3070 4.7488  0.00
C35 -0.0455 0.0960 4.0572  0.00
H16 4.8093 2.5317 5.0690  0.00
H17 3.3515 1.2237 6.5967  0.00
H18 2.3585 -1.4194 3.3886  0.00
H19 3.8324 -0.1629 1.8890  0.00
H20 -0.2795 -3.2538 4.4789  0.00
H21 -1.2006 -3.1040 2.1741  0.00
H22 -0.8855 3.4112 2.3409  0.00
H23 0.0512 3.4341 4.6645  0.00
H24 0.5693 1.2868 5.7611  0.00

Output
Total charge: 0
HOMO level (alpha / beta), eV: -5.27 / -7.35
<S²>: 6.0480
Multiplicity: 5
Frontier orbital gap (alpha / beta), eV: 4.503 / 6.401
LUMO level (alpha / beta), hartree: -0.0281 / -0.0348
Energy, hartree: -8443.90828
ΔE to the lowest compared entry with this formula, charge and spin, eV: 0.000

=====

Entry 2:
Below is 2 unconnected molecules or ions with the total composition C4H8O2, with properties calculated with the ωB97M-V functional and the def2-TZVPD basis.

Each line ends with the natural charge from an NBO analysis.
Element x y z (Å)
O1 -0.1179 -1.5671 -1.5625  -0.54
C1 0.7014 -1.3470 -0.6998  0.45
C2 0.3818 -1.2056 0.7663  -0.52
C3 0.4008 0.3002 0.7877  -0.34
C4 -0.6817 1.0586 0.5978  0.19
O2 -0.6748 2.3831 0.3229  -0.67
H1 1.7431 -1.0682 -0.9649  0.11
H2 -0.5970 -1.6407 0.9928  0.23
H3 1.1498 -1.6444 1.4133  0.22
H4 1.3834 0.7655 0.7263  0.20
H5 -1.6962 0.6771 0.6745  0.19
H6 0.2284 2.6419 0.0908  0.48
H7 -1.2938 0.7007 -1.4295  -0.05
H8 -1.1115 0.0397 -1.7165  0.04

Output
Total charge: 0
HOMO level, eV: -8.99
SMILES string: O=CC/C=C/O.[H][H]
Frontier orbital gap, eV: 9.725
LUMO level, hartree: 0.0270
Energy, hartree: -307.59609
ΔE to the lowest compared entry with this formula, charge and spin, eV: 3.166

=====

Entry 3:
Below is a molecular structure, C43H52Cl3GeIN2O10P3SSbW in a non-equilibrium geometry, with properties calculated with the ωB97M-V functional and the def2-TZVPD basis.

Each line ends with the Löwdin spin population.
Element x y z (Å)
W1 -1.3375 -1.1411 -0.7859  1.15
I1 0.3227 0.0270 -2.6142  0.01
C1 -1.2637 1.2035 -3.8241  0.01
C2 -0.9746 0.9484 -5.1261  0.00
C3 -1.8310 1.4871 -6.1158  0.00
C4 -2.8581 2.2735 -5.7445  0.00
C5 -3.1220 2.5706 -4.3831  0.00
C6 -4.1767 3.4786 -4.1076  0.00
C7 -4.4883 3.8140 -2.8362  0.00
C8 -3.7888 3.2156 -1.7726  0.00
C9 -2.7742 2.3265 -1.9627  0.00
P1 -1.9890 1.7074 -0.4427  -0.01
C10 -3.3984 1.8238 0.7075  0.01
C11 -4.5728 1.1733 0.3252  0.00
C12 -5.6941 1.2122 1.1328  0.00
C13 -5.6669 1.9010 2.3376  0.00
C14 -4.5116 2.5584 2.7256  0.00
C15 -3.3888 2.5245 1.9087  0.02
C16 -0.8691 3.0985 -0.0629  0.00
C17 -1.3310 4.3494 0.3442  0.00
C18 -0.4557 5.4138 0.4714  0.00
C19 0.8917 5.2526 0.1702  0.00
C20 1.3609 4.0122 -0.2329  0.00
C21 0.4870 2.9365 -0.3319  0.00
C22 -2.3621 2.0028 -3.3187  0.00
H1 -0.1375 0.3498 -5.4229  0.00
H2 -1.6491 1.2711 -7.1567  0.00
H3 -3.5059 2.7089 -6.4889  0.00
H4 -4.7151 3.9057 -4.9385  0.00
H5 -5.2780 4.5158 -2.6249  0.00
H6 -4.1134 3.4635 -0.7679  0.00
H7 -4.6224 0.6461 -0.6259  0.00
H8 -6.5922 0.7036 0.8164  0.00
H9 -6.5491 1.9417 2.9592  0.00
H10 -4.4799 3.1039 3.6552  0.00
H11 -2.5221 3.0872 2.2123  0.01
H12 -2.3808 4.5009 0.5594  0.00
H13 -0.8285 6.3773 0.7841  0.00
H14 1.5674 6.0877 0.2582  0.00
H15 2.4067 3.8778 -0.4664  0.00
H16 0.8584 1.9632 -0.6153  0.00
O1 -4.1898 -2.4510 -2.7335  0.00
P2 -3.5526 -1.1057 -3.2338  0.00
O2 -4.5108 -0.2444 -3.9167  0.00
O3 -2.8261 -0.4321 -1.9815  0.02
O4 -2.2787 -1.7147 -4.0645  0.00
P3 -1.3982 -2.9698 -3.5303  0.01
O5 -2.2755 -4.2548 -3.7668  0.00
O6 -0.0642 -3.0205 -4.1454  0.01
O7 -1.4487 -2.8302 -1.9207  0.08
H17 -5.1196 -2.5019 -2.9290  0.00
H18 -2.0155 -4.6958 -4.5620  0.00
Cl1 -0.9643 -3.2622 0.9517  0.07
Ge1 -1.5947 -1.1506 2.0950  0.01
Cl2 -1.6517 -2.1182 4.0857  0.02
Cl3 -3.5773 -1.8915 0.3757  -0.01
N1 0.2350 -0.7828 0.2864  -0.05
C23 0.5930 -0.7688 1.5004  -0.08
N2 1.7960 -0.7370 2.0153  0.00
C24 2.0624 -1.0112 3.4241  0.00
C25 3.0001 0.0418 3.9584  0.00
O8 4.1898 0.0709 3.1954  0.00
C26 3.9063 0.4956 1.8819  0.00
C27 2.9554 -0.4478 1.1728  -0.01
H19 2.5462 -1.9916 3.4890  0.00
H20 1.1121 -1.0530 3.9665  0.00
H21 3.2798 -0.1896 4.9870  0.00
H22 2.5286 1.0361 3.9327  0.00
H23 4.8554 0.5163 1.3429  0.00
H24 3.4903 1.5261 1.9013  0.00
H25 3.4752 -1.3793 0.9328  0.00
H26 2.5874 -0.0023 0.2477  0.00
O9 1.2548 7.2663 6.3658  0.00
C28 1.9409 6.5853 5.4260  0.01
O10 2.9908 6.9994 5.0156  0.03
C29 1.3294 5.3064 4.8994  0.10
C30 0.2428 4.6714 5.4998  -0.01
C31 -0.2843 3.5213 4.9491  0.09
C32 0.2538 3.0047 3.7483  0.05
S1 -0.4861 1.6920 3.0061  0.56
C33 1.3673 3.6548 3.1613  0.09
C34 1.9081 4.7779 3.7451  -0.02
H27 0.4177 6.8179 6.5827  0.00
H28 -0.1952 5.0425 6.4185  0.00
H29 -1.1058 3.0110 5.4229  0.00
H30 1.7655 3.2725 2.2277  0.00
H31 2.7598 5.2811 3.3173  0.00
C35 2.4928 -6.1028 -2.3751  0.03
C36 1.3226 -5.1810 -2.0144  0.08
C37 0.1613 -5.9290 -1.3759  0.00
Sb1 1.7868 -3.4813 -0.8357  0.47
C38 3.4803 -2.6041 -1.6949  0.09
C39 3.4003 -2.7933 -3.2214  0.01
C40 4.8284 -3.0404 -1.1180  0.02
C41 2.5662 -4.2716 0.9991  0.05
C42 3.3962 -5.5362 0.7619  0.02
C43 1.5730 -4.5826 2.1110  0.00
H32 2.2507 -6.5770 -3.3264  0.01
H33 2.6377 -6.8892 -1.6456  0.00
H34 3.4429 -5.6081 -2.5144  0.00
H35 0.9905 -4.6736 -2.9373  0.00
H36 0.4424 -6.3810 -0.4241  0.00
H37 -0.1538 -6.7399 -2.0327  0.00
H38 -0.7081 -5.2912 -1.2039  0.00
H39 3.3177 -1.5407 -1.4558  0.00
H40 3.7827 -3.7594 -3.5221  0.00
H41 4.0139 -2.0402 -3.7107  0.00
H42 2.3849 -2.6963 -3.6175  0.00
H43 5.1159 -4.0178 -1.4860  0.00
H44 4.8746 -3.0640 -0.0386  0.00
H45 5.5951 -2.3407 -1.4513  0.01
H46 3.2214 -3.4640 1.3271  0.00
H47 2.7470 -6.3841 0.5736  0.00
H48 3.9425 -5.7447 1.6807  0.01
H49 4.1201 -5.4804 -0.0285  0.00
H50 0.8020 -5.2850 1.7985  0.00
H51 1.0743 -3.7055 2.5115  0.00
H52 2.1266 -5.0537 2.9242  0.00

Output
Total charge: +1
HOMO level (alpha / beta), eV: -10.31 / -10.39
<S²>: 3.9329
Multiplicity: 4
Frontier orbital gap (alpha / beta), eV: 6.504 / 5.322
LUMO level (alpha / beta), hartree: -0.1399 / -0.1863
Energy, hartree: -8016.49043

=====

Entry 4:
Below is a molecular structure, C40H43KN8O5S6 in a non-equilibrium geometry, with properties calculated with the ωB97M-V functional and the def2-TZVPD basis.

Each line ends with the Löwdin charge.
Element x y z (Å)
K1 0.1642 0.9589 -1.7269  0.43
C1 -1.4899 -5.5383 -0.9008  -0.04
C2 -0.8233 -5.4426 0.4360  -0.22
C3 -0.8207 -6.5327 1.2434  -0.07
C4 -0.3464 -6.4333 2.5482  -0.09
C5 0.2480 -5.2054 2.9371  -0.10
C6 0.3213 -4.1615 2.0955  -0.09
C7 -0.2416 -4.2285 0.8382  -0.17
N1 -0.3668 -3.1472 -0.0453  0.18
C8 -0.1977 -1.8507 0.4657  -0.39
N2 1.1061 -1.6070 0.9016  0.09
C9 2.1702 -1.7896 -0.0966  -0.30
C10 2.0052 -1.1257 -1.3097  -0.14
C11 3.0885 -1.2960 -2.1892  -0.17
C12 4.1521 -2.1733 -1.8767  -0.15
C13 4.2231 -2.8237 -0.6939  -0.11
C14 3.2440 -2.5607 0.3044  -0.21
C15 3.5034 -3.1390 1.6972  -0.05
N3 -1.1337 -0.9644 0.5447  0.16
C16 -2.4279 -1.3494 0.3077  -0.27
C17 -3.0326 -1.1329 -0.9265  0.01
C18 -4.2839 -1.7081 -1.2129  -0.06
C19 -4.9465 -2.3924 -0.2075  -0.11
C20 -4.4008 -2.4820 1.0482  -0.09
C21 -3.1819 -1.9607 1.3185  -0.22
C22 -2.5236 -2.1328 2.6562  -0.02
H1 -1.9498 -6.5178 -0.9334  0.07
H2 -0.8437 -5.4678 -1.7404  0.08
H3 -2.2753 -4.7690 -1.0958  0.10
H4 -1.2970 -7.4137 0.8970  0.09
H5 -0.1992 -7.2929 3.1894  0.08
H6 0.7194 -5.1601 3.9467  0.11
H7 0.6494 -3.2115 2.4559  0.09
H8 -1.0574 -3.2115 -0.7678  0.12
H9 1.0622 -0.6337 1.1975  0.09
H10 3.1900 -0.7029 -3.1156  0.06
H11 4.9460 -2.3864 -2.6460  0.10
H12 5.0256 -3.4910 -0.4843  0.08
H13 4.5750 -3.2883 1.8373  0.06
H14 3.0049 -4.1361 1.8492  0.08
H15 3.1580 -2.4973 2.4721  0.03
H16 -2.4993 -0.5469 -1.6613  0.06
H17 -4.7998 -1.5643 -2.1305  0.10
H18 -5.9022 -2.9077 -0.4088  0.10
H19 -4.9509 -2.9198 1.8585  0.10
H20 -3.2794 -2.4580 3.3486  0.07
H21 -2.1305 -1.1975 3.0822  0.07
H22 -1.7473 -2.8874 2.6292  0.06
O1 -6.1975 2.0733 -6.0855  -0.14
C23 -5.1190 2.0328 -5.5052  -1.03
S1 -4.1142 0.5531 -5.4845  0.86
C24 -2.8549 1.1210 -4.4536  -1.26
C25 -2.9843 2.3439 -3.8606  -1.20
S2 -2.0072 3.1923 -2.7221  0.36
S3 -4.3561 3.3116 -4.5257  0.85
S4 -1.5749 -0.0633 -4.3600  0.33
C26 -0.6637 0.3658 5.0663  -0.07
C27 0.4373 -0.6294 4.6035  -0.25
S5 1.9764 -0.3589 5.4296  0.65
O2 3.0568 -1.0730 4.7795  -0.31
O3 1.7242 -0.6003 6.8628  -0.34
C28 2.3520 1.3157 5.4596  -0.25
C29 2.6547 2.1074 4.1628  -0.11
N4 1.6262 2.2226 3.1388  0.06
C30 1.8183 1.8796 1.8464  -0.32
N5 0.7469 2.0605 1.0873  0.13
C31 -0.1767 2.5613 1.8924  -0.02
C32 0.3162 2.7318 3.1772  -0.16
N6 -0.3444 3.2977 4.2738  -0.37
O4 0.2562 3.5612 5.3085  0.06
O5 -1.5276 3.5086 4.0880  0.09
C33 3.1407 1.5626 1.2431  0.02
H23 -1.5744 -0.1505 5.2914  0.08
H24 -0.8524 1.0097 4.2583  0.04
H25 -0.4049 0.8549 5.9744  0.07
H26 0.5693 -0.5782 3.5369  0.08
H27 0.2234 -1.6462 4.8797  0.10
H28 3.2877 1.3423 6.0300  0.12
H29 1.5968 1.8626 5.9800  0.07
H30 3.5185 1.6218 3.6390  0.12
H31 2.9245 3.1358 4.5037  0.14
H32 -1.1395 2.8238 1.6071  0.12
H33 3.8272 2.4140 1.2384  0.10
H34 3.0427 1.2164 0.2399  0.07
H35 3.6418 0.8149 1.8576  0.08
N7 1.6230 2.0162 -4.3562  0.06
C34 1.6662 3.3102 -4.7701  -0.89
S6 3.1791 3.8552 -5.3282  0.52
N8 0.5764 4.0389 -4.6634  0.06
C35 0.1753 5.2316 -5.3472  -0.21
C36 -1.1753 5.4151 -5.5782  -0.03
C37 -1.6748 6.6422 -5.9412  -0.09
C38 -0.8336 7.6934 -6.1342  -0.13
C39 0.5435 7.5229 -6.0595  -0.10
C40 1.0348 6.3142 -5.6121  -0.06
H36 2.4955 1.5159 -4.4953  0.07
H37 0.7553 1.4791 -4.4068  0.02
H38 -0.2185 3.6057 -4.1750  0.02
H39 -1.8413 4.5374 -5.4197  0.09
H40 -2.7257 6.7397 -6.0810  0.10
H41 -1.1671 8.6814 -6.3030  0.08
H42 1.2342 8.3580 -6.2107  0.10
H43 2.0993 6.1246 -5.5129  0.02

Output
Total charge: -2
HOMO level, eV: -1.20
Frontier orbital gap, eV: 3.569
LUMO level, hartree: 0.0872
Energy, hartree: -5353.37277
ΔE to the lowest compared entry with this formula, charge and spin, eV: 0.356